This record from the OMol25 dataset describes the molecule C5H7N. The level of theory is wB97M-V/def2-TZVPD.

The geometry in XYZ format:
```
13
Properties=species:S:1:pos:R:3
C -0.0415 -2.0059 -0.3893
C 0.2736 -0.7903 -0.0276
C 1.6757 -0.4692 -0.0020
N 2.7725 -0.1481 -0.0409
C -0.7785 0.3218 0.2553
C -0.2048 1.6776 0.2110
H -1.1705 -2.2172 -0.6430
H 0.5841 -2.8496 -0.6430
H -1.3120 0.0155 1.1586
H -1.5209 0.0837 -0.5579
H 0.3877 1.9231 1.2014
H -0.9922 2.5621 0.1888
H 0.3269 1.8963 -0.7115
```

Calculated values
Electronic energy, Eh: -249.41506
LUMO level, eV: 0.7
SMILES string: C=C(C#N)CC
Highest occupied orbital energy, eV: -10.18
Orbital gap, eV: 10.86